{
  "formula": "H2N2O4P",
  "method": "ωB97M-V/def2-TZVPD",
  "elements": ["P", "O", "O", "O", "O", "N", "N", "H", "H"],
  "xyz": [[0.483, 0.425, -0.069], [0.560, 0.207, -2.625], [1.001, 1.851, -0.050], [1.538, -1.575, 1.764], [-1.110, -0.783, -1.712], [-0.866, 0.182, 1.114], [-0.200, -0.005, -1.682], [-0.746, -0.860, 1.262], [-0.660, 0.558, 1.998]],
  "charge": -1,
  "energy_ev": -20486.5545,
  "lumo_energy_ev": [3.502, 1.931],
  "de_lowest_kj_mol": 711.1,
  "spin_multiplicity": 1,
  "e_homo_ha": [-0.1615, -0.1579],
  "homo_lumo_gap_ev": [7.8965, 6.2284]
}